# 1
The following is a DFT calculation (the ωB97M-V functional and the def2-TZVPD basis) of a single C18H22N2O3 molecule.

Values from the calculation:
DFT total energy (eV): -28146.6673
Molar mass (u): 314.38
ΔE to the lowest compared entry with this formula, charge and spin (eV): 0.8173
LUMO level (eV): 0.6590
HOMO level (eV): -8.02
SMILES: Cc1ccccc1-c1nc(CN2CCC(C(=O)O)CC2)c(C)o1
HOMO-LUMO gap (eV): 8.675
F_max (Eh/bohr): 0.02288

The geometry in ORCA input format:
```
! wB97M-V def2-TZVPD RIJCOSX def2/J DEFGRID3
* xyz 0 1
C 1.484 0.307 -3.251
C 2.882 0.494 -2.763
C 3.863 0.964 -3.625
C 5.169 1.151 -3.208
C 5.522 0.867 -1.899
C 4.565 0.399 -1.023
C 3.245 0.207 -1.437
C 2.289 -0.288 -0.469
N 1.027 -0.562 -0.644
C 0.567 -1.003 0.564
C 1.599 -0.974 1.459
O 2.695 -0.520 0.804
C 1.680 -1.324 2.897
H 2.230 -0.557 3.440
H 0.671 -1.402 3.291
H 2.198 -2.273 3.033
C -0.850 -1.422 0.769
N -1.406 -0.780 1.951
C -2.642 -1.370 2.422
C -3.860 -1.041 1.549
H -3.723 -1.453 0.548
H -4.756 -1.485 1.985
C -4.017 0.481 1.454
C -5.171 0.844 0.549
O -6.136 1.481 0.876
O -5.014 0.375 -0.696
H -5.770 0.631 -1.247
C -2.712 1.093 0.929
C -1.542 0.658 1.821
H -1.685 1.064 2.828
H -0.607 1.056 1.422
H -2.542 0.759 -0.095
H -2.782 2.182 0.926
H -4.238 0.888 2.446
H -2.816 -0.991 3.434
H -2.510 -2.453 2.485
H -1.399 -1.206 -0.159
H -0.882 -2.504 0.937
H 4.828 0.174 0.000
H 6.538 1.010 -1.564
H 5.910 1.517 -3.903
H 3.596 1.188 -4.648
H 0.796 0.909 -2.661
H 1.402 0.583 -4.299
H 1.177 -0.729 -3.122
*
```


# 2
The following is a DFT calculation (the ωB97M-V functional and the def2-TZVPD basis) of a single C18H22N2O3 molecule.

Values from the calculation:
DFT total energy (eV): -28146.7357
Molar mass (u): 314.38
ΔE to the lowest compared entry with this formula, charge and spin (eV): 0.7488
LUMO level (eV): 0.5509
HOMO level (eV): -7.91
SMILES: CC(C)c1ccc(NC(=O)CCC(=O)NCc2ccco2)cc1
HOMO-LUMO gap (eV): 8.461
F_max (Eh/bohr): 0.01821

The geometry in ORCA input format:
```
! wB97M-V def2-TZVPD RIJCOSX def2/J DEFGRID3
* xyz 0 1
C 3.640 -2.556 4.003
H 3.996 -2.881 4.978
H 4.358 -2.876 3.252
H 3.596 -1.469 3.994
C 2.257 -3.147 3.719
C 1.709 -2.639 2.408
C 2.369 -2.872 1.208
C 1.865 -2.419 0.005
C 0.667 -1.711 -0.023
C -0.002 -1.468 1.174
C 0.517 -1.927 2.369
H -0.017 -1.729 3.288
H -0.932 -0.917 1.159
N 0.082 -1.235 -1.198
C 0.548 -1.296 -2.466
O 1.606 -1.779 -2.815
C -0.418 -0.673 -3.476
H -1.391 -1.159 -3.383
H -0.016 -0.885 -4.468
C -0.580 0.844 -3.304
C -1.713 1.221 -2.364
O -2.107 0.506 -1.460
N -2.265 2.422 -2.620
H -1.898 2.999 -3.360
C -3.303 3.003 -1.784
C -2.909 4.357 -1.298
C -3.297 5.605 -1.692
C -2.561 6.518 -0.899
C -1.776 5.757 -0.089
O -1.978 4.451 -0.324
H -1.062 6.015 0.666
H -2.612 7.586 -0.931
H -4.022 5.843 -2.443
H -3.438 2.314 -0.945
H -4.237 3.081 -2.349
H -0.758 1.306 -4.277
H 0.343 1.270 -2.899
H -0.811 -0.757 -1.072
H 2.391 -2.610 -0.916
H 3.299 -3.423 1.203
C 2.311 -4.676 3.726
H 2.992 -5.041 2.961
H 1.324 -5.090 3.529
H 2.653 -5.038 4.693
H 1.580 -2.826 4.519
*
```


# 3
The following is a DFT calculation (the ωB97M-V functional and the def2-TZVPD basis) of a single C18H22N2O4 molecule.

Values from the calculation:
DFT total energy (eV): -30191.9308
Molar mass (u): 330.38
ΔE to the lowest compared entry with this formula, charge and spin (eV): 3.5991
LUMO level (eV): 0.6953
HOMO level (eV): -8.23
SMILES: COc1ccccc1OCc1ccc(C(=O)N2CCN(C)CC2)o1
HOMO-LUMO gap (eV): 8.925
F_max (Eh/bohr): 0.02540

The geometry in ORCA input format:
```
! wB97M-V def2-TZVPD RIJCOSX def2/J DEFGRID3
* xyz 0 1
C -6.833 0.269 -1.113
H -6.793 0.930 -1.986
O -5.559 -0.210 -0.766
C -4.604 0.693 -0.407
C -4.781 2.065 -0.356
C -3.735 2.896 0.023
C -2.511 2.360 0.353
C -2.317 0.985 0.308
C -3.348 0.144 -0.068
O -3.275 -1.221 -0.138
C -2.044 -1.844 0.127
C -0.990 -1.504 -0.881
C -1.073 -1.251 -2.220
C 0.240 -0.974 -2.648
C 1.048 -1.081 -1.543
C 2.503 -0.842 -1.543
O 3.012 -0.419 -2.574
N 3.255 -1.115 -0.450
C 2.831 -1.520 0.866
H 1.787 -1.818 0.871
C 3.065 -0.375 1.854
N 4.474 -0.031 1.865
C 4.783 0.962 2.869
H 4.264 1.919 2.698
H 5.857 1.146 2.868
H 4.496 0.580 3.848
C 4.896 0.386 0.539
C 4.656 -0.745 -0.459
H 4.918 -0.430 -1.470
H 5.252 -1.617 -0.174
H 5.962 0.622 0.571
H 4.349 1.286 0.203
H 2.777 -0.695 2.858
H 2.435 0.488 1.567
H 3.448 -2.374 1.172
O 0.288 -1.400 -0.462
H 0.571 -0.727 -3.635
H -1.965 -1.258 -2.812
H -2.270 -2.916 0.091
H -1.675 -1.602 1.135
H -1.349 0.587 0.568
H -1.693 3.001 0.647
H -3.891 3.963 0.054
H -5.732 2.503 -0.613
H -7.307 0.799 -0.279
H -7.422 -0.613 -1.358
*
```


# 4
The following is a DFT calculation (the ωB97M-V functional and the def2-TZVPD basis) of a single C18H22N2O4S molecule.

Values from the calculation:
DFT total energy (eV): -41028.8788
Molar mass (u): 362.45
ΔE to the lowest compared entry with this formula, charge and spin (eV): 0.8304
LUMO level (eV): 0.5674
HOMO level (eV): -8.51
SMILES: Cc1ccccc1OCCC(=O)NCCc1ccc(S(N)(=O)=O)cc1
HOMO-LUMO gap (eV): 9.076
F_max (Eh/bohr): 0.02367

The geometry in ORCA input format:
```
! wB97M-V def2-TZVPD RIJCOSX def2/J DEFGRID3
* xyz 0 1
C -1.967 -1.555 -2.239
C -1.788 -1.795 -0.771
C -2.827 -2.330 -0.021
C -2.700 -2.531 1.339
C -1.523 -2.188 1.979
C -0.474 -1.654 1.255
C -0.603 -1.464 -0.114
O 0.442 -0.892 -0.844
C 1.448 -1.788 -1.260
C 2.464 -2.129 -0.158
C 2.889 -0.896 0.627
O 2.758 -0.810 1.829
N 3.467 0.074 -0.116
H 3.462 -0.005 -1.120
C 3.802 1.362 0.443
H 3.670 1.265 1.522
H 4.853 1.589 0.234
C 2.916 2.484 -0.118
C 1.448 2.167 -0.010
C 0.872 1.878 1.224
C -0.475 1.583 1.316
C -1.245 1.582 0.172
C -0.701 1.868 -1.061
C 0.650 2.154 -1.148
H 1.088 2.369 -2.113
H -1.336 1.843 -1.932
S -2.988 1.284 0.307
O -3.538 0.901 -0.962
O -3.283 0.498 1.469
N -3.524 2.862 0.615
H -4.169 3.175 -0.092
H -3.930 2.938 1.534
H -0.939 1.333 2.256
H 1.482 1.872 2.114
H 3.173 2.657 -1.165
H 3.136 3.399 0.437
H 2.022 -2.830 0.551
H 3.340 -2.596 -0.612
H 1.946 -1.282 -2.095
H 1.005 -2.719 -1.641
H 0.441 -1.364 1.749
H -1.420 -2.327 3.045
H -3.524 -2.942 1.903
H -3.752 -2.578 -0.521
H -2.717 -0.777 -2.372
H -1.038 -1.226 -2.696
H -2.317 -2.458 -2.738
*
```


# 5
The following is a DFT calculation (the ωB97M-V functional and the def2-TZVPD basis) of a single C18H22N4O3 molecule.

Values from the calculation:
DFT total energy (eV): -31123.7180
Molar mass (u): 342.40
ΔE to the lowest compared entry with this formula, charge and spin (eV): 4.3460
LUMO level (eV): -0.0770
HOMO level (eV): -8.55
SMILES: O=[N+]([O-])c1ccc(NCc2ccccc2N2CCC(CO)CC2)nc1
HOMO-LUMO gap (eV): 8.470
F_max (Eh/bohr): 0.02648

The geometry in ORCA input format:
```
! wB97M-V def2-TZVPD RIJCOSX def2/J DEFGRID3
* xyz 0 1
O 5.575 1.788 -0.442
N 4.391 1.911 -0.696
O 3.937 2.735 -1.470
C 3.476 1.037 -0.047
C 3.927 0.061 0.841
N 3.121 -0.767 1.458
C 1.799 -0.676 1.234
N 1.047 -1.536 1.944
H 1.574 -2.222 2.463
C -0.374 -1.730 1.761
C -0.675 -2.396 0.435
C -0.076 -3.614 0.152
C -0.227 -4.218 -1.083
C -0.981 -3.589 -2.057
C -1.597 -2.382 -1.786
C -1.468 -1.773 -0.539
N -2.064 -0.532 -0.239
C -2.303 0.379 -1.344
C -2.479 1.789 -0.783
H -2.636 2.496 -1.598
C -3.662 1.832 0.184
C -3.447 0.786 1.277
C -3.217 -0.585 0.645
H -3.049 -1.341 1.414
H -4.120 -0.878 0.081
H -4.312 0.741 1.940
H -2.575 1.063 1.873
C -3.837 3.234 0.780
O -4.106 4.213 -0.192
H -4.919 3.980 -0.653
H -4.634 3.213 1.539
H -2.911 3.553 1.264
H -4.577 1.577 -0.368
H -1.573 2.083 -0.251
H -1.441 0.348 -2.014
H -3.205 0.105 -1.917
H -2.194 -1.911 -2.552
H -1.099 -4.043 -3.030
H 0.248 -5.166 -1.286
H 0.531 -4.091 0.909
H -0.733 -2.345 2.590
H -0.865 -0.757 1.809
C 1.249 0.276 0.346
C 2.101 1.135 -0.295
H 1.743 1.883 -0.986
H 0.188 0.311 0.170
H 4.984 -0.044 1.047
*
```


# 6
The following is a DFT calculation (the ωB97M-V functional and the def2-TZVPD basis) of a single C18H22N6O molecule.

Values from the calculation:
DFT total energy (eV): -30006.3951
Molar mass (u): 338.41
ΔE to the lowest compared entry with this formula, charge and spin (eV): 6.4629
LUMO level (eV): 0.5715
HOMO level (eV): -8.06
SMILES: Cc1nnc2c(N[C@@H]3CCOC3)cc(N(C)Cc3ccccc3)nn12
HOMO-LUMO gap (eV): 8.629
F_max (Eh/bohr): 0.09492

The geometry in ORCA input format:
```
! wB97M-V def2-TZVPD RIJCOSX def2/J DEFGRID3
* xyz 0 1
N -2.169 -2.914 2.213
N -0.952 0.338 2.213
N -2.713 -2.513 3.452
O -1.136 -4.654 -3.106
C -1.632 -1.921 1.591
C -0.270 0.463 1.134
C -2.293 -1.244 3.541
C -0.461 -0.563 -0.007
C -1.160 -1.795 0.217
C 3.607 4.653 -1.597
C 3.790 3.283 -1.701
C 2.506 5.144 -1.029
C 2.733 2.468 -1.242
C 1.506 4.405 -0.635
C 1.512 3.045 -0.737
N -1.709 -0.781 2.355
N 0.387 1.659 1.096
N -1.204 -2.853 -0.653
C -2.632 -0.540 4.818
C 0.818 2.430 2.323
C 0.364 2.227 -0.311
C -1.536 -3.317 -3.370
C -0.311 -4.774 -1.954
C -0.343 -2.474 -2.776
C -0.049 -3.268 -1.488
H -0.079 -0.365 -0.946
H 4.251 5.387 -1.961
H 4.628 2.807 -2.233
H 2.394 6.235 -0.827
H 2.798 1.388 -1.302
H 0.607 4.773 -0.360
H -1.941 -3.552 -0.595
H -3.667 -0.796 5.280
H -2.706 0.544 4.658
H -1.948 -0.799 5.537
H 1.535 1.863 2.882
H -0.005 2.642 2.974
H 1.375 3.261 2.092
H -0.555 2.793 -0.496
H 0.382 1.473 -1.089
H -1.661 -3.201 -4.489
H -2.451 -3.117 -2.882
H -0.957 -5.382 -1.202
H 0.652 -5.357 -2.223
H 0.483 -2.546 -3.516
H -0.640 -1.399 -2.720
H 0.849 -3.156 -0.928
*
```


# 7
The following is a DFT calculation (the ωB97M-V functional and the def2-TZVPD basis) of a single C18H22N6O molecule.

Values from the calculation:
DFT total energy (eV): -30012.8580
Molar mass (u): 338.41
ΔE to the lowest compared entry with this formula, charge and spin (eV): 0.0000
LUMO level (eV): 0.6729
HOMO level (eV): -7.51
SMILES: CC[C@H]1Cc2c(nc(N)c3c(N)nc(N4CCCCC4)c(C#N)c23)O1
HOMO-LUMO gap (eV): 8.183
F_max (Eh/bohr): 0.01815

The geometry in ORCA input format:
```
! wB97M-V def2-TZVPD RIJCOSX def2/J DEFGRID3
* xyz 0 1
C 6.167 1.880 -0.838
C 4.650 2.017 -0.797
C 4.060 1.394 0.471
H 4.552 1.826 1.350
C 2.523 1.536 0.541
C 2.072 0.112 0.418
C 3.203 -0.690 0.406
N 3.208 -2.016 0.373
C 2.032 -2.615 0.270
N 2.089 -3.995 0.250
H 1.383 -4.465 0.798
H 3.030 -4.314 0.441
C 0.807 -1.912 0.148
C -0.455 -2.513 -0.128
N -1.580 -1.838 -0.159
C -1.609 -0.510 0.069
N -2.846 0.030 0.023
C -4.006 -0.840 0.006
H -3.728 -1.774 0.496
C -5.157 -0.161 0.740
C -5.601 1.103 -0.005
C -4.436 1.678 -0.814
H -4.390 1.205 -1.797
H -4.572 2.749 -0.970
C -3.108 1.448 -0.099
H -3.131 1.928 0.888
H -2.303 1.911 -0.676
H -5.956 1.843 0.714
H -6.429 0.876 -0.678
H -5.988 -0.860 0.838
H -4.818 0.095 1.745
H -4.298 -1.077 -1.024
C -0.424 0.216 0.301
C -0.415 1.568 0.660
N -0.382 2.662 1.021
C 0.817 -0.489 0.293
N -0.575 -3.854 -0.379
H 0.204 -4.294 -0.845
H -1.491 -4.109 -0.718
O 4.356 -0.012 0.488
H 2.143 2.158 -0.271
H 2.198 1.985 1.481
H 4.212 1.516 -1.663
H 4.366 3.070 -0.826
H 6.620 2.421 -0.010
H 6.445 0.832 -0.759
H 6.560 2.279 -1.770
*
```


# 8
The following is a DFT calculation (the ωB97M-V functional and the def2-TZVPD basis) of a molecular structure, C18H22N8O2SW.

Values from the calculation:
⟨S²⟩: 2.0124
DFT total energy (eV): -47660.1124
Molar mass (u): 598.34
ΔE to the lowest compared entry with this formula, charge and spin (eV): 0.5339
LUMO level (alpha / beta) (eV): -14.5924 / -14.8115
HOMO level (alpha / beta) (eV): -19.95 / -19.96
HOMO-LUMO gap (alpha / beta) (eV): 5.357 / 5.153
F_max (Eh/bohr): 0.04741

The geometry in ORCA input format:
```
! wB97M-V def2-TZVPD RIJCOSX def2/J DEFGRID3
* xyz 4 3
W 0.077 0.822 0.140
S 2.507 -5.075 -3.878
N 1.060 -4.770 -3.273
C 1.128 -3.616 -2.641
C 0.062 -2.963 -1.935
C -1.234 -3.474 -1.761
C -2.153 -2.740 -1.030
C -1.786 -1.512 -0.501
N -0.555 -0.996 -0.664
C 0.364 -1.723 -1.360
C 1.671 -1.148 -1.417
N 1.828 0.041 -0.749
C 3.055 0.611 -0.726
C 4.143 0.035 -1.353
C 3.996 -1.166 -2.034
C 2.732 -1.781 -2.069
C 2.438 -3.034 -2.704
N 3.291 -3.777 -3.380
H -1.495 -4.436 -2.187
H -3.153 -3.118 -0.870
H -2.489 -0.920 0.077
H 3.176 1.548 -0.194
H 5.106 0.527 -1.307
H 4.836 -1.640 -2.529
N -1.306 2.772 -3.281
C -1.788 2.230 -2.187
N -3.088 2.192 -1.950
O -0.949 1.725 -1.315
H -1.911 3.187 -3.979
H -0.312 2.845 -3.440
H -3.751 2.592 -2.603
H -3.471 1.769 -1.124
C 0.240 -1.414 4.170
N 0.275 0.060 4.205
C 0.468 0.607 5.558
C 0.173 0.764 3.115
O 0.226 0.125 1.938
N 0.005 2.103 3.023
C -0.057 2.664 1.696
C -0.458 2.995 4.111
H -0.520 -1.752 4.874
H 1.199 -1.816 4.496
H 0.013 -1.796 3.183
H 1.039 -0.119 6.132
H -0.484 0.743 6.071
H 1.023 1.541 5.547
H 0.828 2.328 1.017
H 0.091 3.742 1.758
H -1.084 2.518 1.241
H -1.038 2.437 4.839
H -1.114 3.756 3.691
H 0.372 3.496 4.606
*
```


# 9
The following is a DFT calculation (the ωB97M-V functional and the def2-TZVPD basis) of a gas-phase ion, C18H22NO (charge +1).

Values from the calculation:
DFT total energy (eV): -22553.0677
Molar mass (u): 268.38
ΔE to the lowest compared entry with this formula, charge and spin (eV): 1.1727
LUMO level (eV): -2.3420
HOMO level (eV): -11.03
SMILES: C=CC[NH+](CC=C)CCOc1cccc2ccccc12
HOMO-LUMO gap (eV): 8.693
F_max (Eh/bohr): 0.01793

The geometry in ORCA input format:
```
! wB97M-V def2-TZVPD RIJCOSX def2/J DEFGRID3
* xyz 1 1
C -2.833 -2.333 -1.530
C -1.710 -1.814 -1.988
C -0.873 -0.694 -1.440
N -1.450 0.107 -0.329
C -1.646 -0.656 0.930
H -2.704 -0.731 1.178
H -1.233 -1.657 0.802
C -0.895 0.096 2.053
O 0.267 0.678 1.521
C 1.366 -0.132 1.222
C 1.536 -1.413 1.671
C 2.679 -2.141 1.298
C 3.621 -1.592 0.478
C 3.471 -0.275 -0.006
C 4.426 0.322 -0.854
C 4.259 1.600 -1.310
C 3.128 2.342 -0.936
C 2.181 1.793 -0.116
C 2.327 0.476 0.368
H 1.326 2.375 0.195
H 3.014 3.353 -1.295
H 4.998 2.051 -1.954
H 5.298 -0.251 -1.132
H 4.496 -2.155 0.192
H 2.795 -3.145 1.675
H 0.822 -1.886 2.327
H -0.690 -0.569 2.895
H -1.492 0.936 2.415
H -0.699 0.783 -0.055
C -2.633 0.908 -0.743
C -3.007 1.907 0.311
C -4.192 1.952 0.890
H -4.435 2.702 1.620
H -4.978 1.257 0.644
H -2.242 2.631 0.556
H -2.370 1.434 -1.666
H -3.464 0.236 -0.958
H -0.640 -0.006 -2.258
H 0.081 -1.110 -1.093
H -1.264 -2.228 -2.882
H -3.298 -3.152 -2.049
H -3.347 -2.002 -0.645
*
```


# 10
The following is a DFT calculation (the ωB97M-V functional and the def2-TZVPD basis) of a molecular structure, C18H22NO6P.

Values from the calculation:
DFT total energy (eV): -42083.8803
Molar mass (u): 379.35
LUMO level (eV): 0.4490
HOMO level (eV): -9.01
HOMO-LUMO gap (eV): 9.462
F_max (Eh/bohr): 0.31025

The geometry in ORCA input format:
```
! wB97M-V def2-TZVPD RIJCOSX def2/J DEFGRID3
* xyz 0 1
O 5.235 3.380 -2.110
O 1.602 0.688 3.266
O 4.544 1.367 -2.842
O 2.500 2.230 -0.731
O 0.419 -2.049 -0.876
O 2.583 0.158 1.756
C 4.660 2.321 -1.879
C -4.573 -2.125 1.560
C 1.310 5.389 0.635
C -4.195 -0.964 2.226
C -3.612 -2.910 0.959
C 0.725 4.997 1.843
C 1.825 4.431 -0.228
C -2.890 -0.574 2.256
C -2.296 -2.571 1.069
C 0.742 3.628 2.210
C 1.882 3.080 0.125
C -1.882 -1.380 1.721
C 1.333 2.673 1.341
N -0.074 0.226 1.254
C 1.577 -2.915 -0.840
C 3.945 2.134 -0.511
C -0.450 -1.028 1.965
C 0.763 -0.680 -0.994
C -0.183 0.223 -0.228
P 1.362 0.953 1.833
H 5.049 1.744 -3.583
H 2.368 0.221 2.732
H -5.612 -2.436 1.582
H 1.337 6.442 0.381
H -4.943 -0.361 2.755
H -3.844 -3.844 0.466
H 0.307 5.679 2.548
H 2.282 4.784 -1.129
H -2.581 0.330 2.721
H -1.519 -3.246 0.670
H 0.286 3.252 3.105
H 2.220 -2.810 -1.711
H 2.189 -2.726 0.033
H 1.228 -3.930 -0.830
H 4.267 1.176 -0.088
H 4.358 2.906 0.141
H -0.330 -0.974 3.038
H 0.182 -1.852 1.630
H 1.776 -0.458 -0.658
H 0.721 -0.372 -2.044
H -1.181 -0.010 -0.513
H -0.014 1.206 -0.624
*
```